Here is C20H19N5O2Pd as an isolated structure from the Open Molecules 2025 dataset. Energies are from wB97M-V/def2-TZVPD.

Output
max |F| = 7.6 eV/Å
HOMO (spin up / spin down) = -0.8011 / -0.7976 hartree
relative energy (zero: lowest compared OMol25 entry of this formula, charge and spin) = 0.000 eV
Kohn-Sham gap (spin up / spin down) = 0.3360 / 0.1692 Ha
<S²> = 6.0458

```
! wB97M-V def2-TZVPD RIJCOSX def2/J DEFGRID3
* xyz 4 5
N -0.051 2.556 -0.575
C 0.211 3.676 -0.406
C 0.346 5.107 -0.372
H -0.665 5.522 -0.427
H 0.923 5.401 -1.253
H 0.850 5.435 0.541
N 2.374 -1.541 -1.206
C 3.338 -2.174 -1.332
C 4.544 -2.962 -1.336
H 5.264 -2.544 -2.044
H 4.309 -3.996 -1.606
H 4.983 -2.952 -0.327
N -2.354 -0.983 -0.575
C -3.274 -1.673 -0.404
C -4.529 -2.374 -0.365
H -4.495 -3.203 0.345
H -4.712 -2.741 -1.380
H -5.300 -1.658 -0.075
Pd 0.617 -0.403 -0.878
C 0.070 -1.919 0.197
O -0.111 -2.891 0.808
C 1.778 0.717 0.197
O 2.586 1.287 0.803
C 0.697 1.210 -3.120
C -0.685 1.269 -2.950
C -1.436 0.105 -2.951
C -0.823 -1.129 -3.118
C 0.560 -1.200 -3.306
C 1.322 -0.019 -3.306
H 1.286 2.120 -3.134
H -1.196 2.216 -2.824
H -2.512 0.187 -2.824
H -1.409 -2.040 -3.133
H 1.015 -2.161 -3.529
H 2.387 -0.044 -3.530
N 0.341 -0.224 7.385
C -0.058 0.035 6.318
C -0.450 0.289 4.956
C -1.322 -0.575 4.285
C -1.196 -0.605 2.872
N -0.494 0.317 2.215
C 0.064 1.333 2.872
C -0.013 1.437 4.285
H -2.001 -1.267 4.796
H -1.707 -1.399 2.306
H 0.583 2.122 2.306
H 0.345 2.337 4.796
*
```

natural (NBO) population analysis, charges in e, atoms 1 to 8:
1 N -0.552
2 C 0.470
3 C -0.755
4 H 0.310
5 H 0.301
6 H 0.300
7 N -0.584
8 C 0.612

=====

Here is C7H12O as an isolated structure from the Open Molecules 2025 dataset. Energies are from wB97M-V/def2-TZVPD.

Output
max |F| = 6.9 eV/Å
HOMO = -0.3066 hartree
relative energy (zero: lowest compared OMol25 entry of this formula, charge and spin) = 3.806 eV
Kohn-Sham gap = 0.3373 Ha

```
! wB97M-V def2-TZVPD RIJCOSX def2/J DEFGRID3
* xyz 0 1
C 0.611 0.322 0.559
C 0.129 -0.012 -0.752
C -2.481 0.905 0.026
C -1.646 -0.288 -0.319
C 2.333 0.661 -0.182
C -2.152 -1.518 -0.417
C 3.324 -0.202 0.031
O 0.732 -0.704 1.455
H 1.096 -0.363 2.284
H 0.316 1.277 0.987
H 0.067 0.801 -1.467
H 0.471 -0.967 -1.143
H 2.530 1.615 -0.671
H -2.219 1.304 1.012
H -2.331 1.705 -0.708
H -3.554 0.674 0.044
H -3.226 -1.700 -0.488
H -1.513 -2.383 -0.578
H 3.151 -1.145 0.548
H 4.362 0.018 -0.220
*
```

natural (NBO) population analysis, charges in e, atoms 1 to 8:
1 C 0.144
2 C -0.416
3 C -0.674
4 C 0.040
5 C -0.239
6 C -0.449
7 C -0.454
8 O -0.695

=====

Here is a 2-piece molecular cluster, C6H14N4O2 overall from the Open Molecules 2025 dataset. Energies are from wB97M-V/def2-TZVPD.

Output
max |F| = 2.4 eV/Å
HOMO = -0.3105 hartree
relative energy (zero: lowest compared OMol25 entry of this formula, charge and spin) = 3.432 eV
Kohn-Sham gap = 0.3433 Ha

```
! wB97M-V def2-TZVPD RIJCOSX def2/J DEFGRID3
* xyz 0 1
O -3.082 1.825 -0.278
C -3.650 0.544 -0.425
C -2.604 -0.397 -0.947
N -2.499 -1.472 -0.281
N -3.557 -1.529 0.633
C -3.973 -0.136 0.900
H -3.783 2.389 0.084
H -4.519 0.544 -1.101
H -1.939 -0.155 -1.774
H -3.281 -2.042 1.461
H -3.350 0.358 1.653
H -5.022 -0.076 1.199
H 0.314 -1.262 -1.748
N 0.483 -0.645 -0.946
C 1.661 -0.099 -0.948
N 2.087 0.652 0.107
C 3.473 1.053 0.176
C 4.358 -0.091 0.702
O 4.398 -1.159 -0.214
H 2.420 -0.262 -1.711
H 1.584 0.607 0.984
H 3.817 1.355 -0.843
H 3.592 1.924 0.816
H 3.979 -0.408 1.690
H 5.388 0.289 0.813
H 3.703 -1.805 -0.002
*
```

natural (NBO) population analysis, charges in e, atoms 1 to 8:
1 O -0.698
2 C 0.016
3 C 0.020
4 N -0.204
5 N -0.459
6 C -0.274
7 H 0.465
8 H 0.169

=====

Here is CH6BaBrGaOP as an isolated structure from the Open Molecules 2025 dataset. Energies are from wB97M-V/def2-TZVPD.

Output
max |F| = 7.4 eV/Å
HOMO = -0.4155 hartree
relative energy (zero: lowest compared OMol25 entry of this formula, charge and spin) = 0.000 eV
Kohn-Sham gap = 0.2372 Ha

```
! wB97M-V def2-TZVPD RIJCOSX def2/J DEFGRID3
* xyz 1 1
C 1.903 -0.069 -0.495
Ga 0.096 0.467 0.219
P -1.553 -0.728 -0.934
O -2.622 0.408 -1.361
Br -2.431 -1.898 0.830
H 1.831 -0.947 -1.100
H 2.688 -0.267 0.219
H 2.210 0.736 -1.124
H -0.140 2.017 0.026
H -0.011 0.173 1.795
H -2.579 1.189 -0.797
Ba 0.609 -1.081 2.721
*
```

Mulliken population analysis, charges in e, atoms 1 to 8:
1 C -1.150
2 Ga 0.217
3 P 0.314
4 O -0.418
5 Br -0.334
6 H 0.351
7 H 0.373
8 H 0.270

=====

Here is one molecule with the formula C4H8N2O2 from the Open Molecules 2025 dataset. Energies are from wB97M-V/def2-TZVPD.

Output
max |F| = 4.0 eV/Å
HOMO = -0.3222 hartree
relative energy (zero: lowest compared OMol25 entry of this formula, charge and spin) = 4.479 eV
Kohn-Sham gap = 0.3453 Ha

```
! wB97M-V def2-TZVPD RIJCOSX def2/J DEFGRID3
* xyz 0 1
C 0.206 -0.357 -1.822
C -0.633 0.282 -0.759
O -1.809 0.593 -0.893
C 0.061 0.578 0.551
C 1.046 1.709 0.525
N -0.122 -0.110 1.641
N -1.046 -1.088 1.616
O -0.500 -2.284 1.009
H 0.955 -1.013 -1.370
H 0.700 0.416 -2.415
H -0.432 -0.967 -2.467
H 1.451 1.886 1.525
H 1.869 1.467 -0.152
H 0.548 2.619 0.179
H -1.870 -0.880 1.032
H -0.425 -2.850 1.800
*
```

natural (NBO) population analysis, charges in e, atoms 1 to 8:
1 C -0.727
2 C 0.532
3 O -0.521
4 C 0.220
5 C -0.665
6 N -0.272
7 N -0.226
8 O -0.600

=====

Here is a 4-piece molecular cluster, C8H24O4S4 overall from the Open Molecules 2025 dataset. Energies are from wB97M-V/def2-TZVPD.

Output
max |F| = 3.7 eV/Å
HOMO (spin up / spin down) = 0.0259 / -0.2215 hartree
relative energy (zero: lowest compared OMol25 entry of this formula, charge and spin) = 0.000 eV
Kohn-Sham gap (spin up / spin down) = 0.0550 / 0.3003 Ha
<S²> = 0.7504

```
! wB97M-V def2-TZVPD RIJCOSX def2/J DEFGRID3
* xyz -1 2
C -0.466 -5.115 -2.200
S 0.410 -4.951 -3.863
O 0.795 -3.475 -3.941
C 2.010 -5.716 -3.445
H 0.286 -5.051 -1.414
H -1.028 -6.049 -2.227
H -1.197 -4.341 -1.964
H 1.970 -6.766 -3.156
H 2.356 -5.236 -2.529
H 2.682 -5.853 -4.292
C 1.442 2.954 1.585
S 1.395 4.344 2.748
O 0.548 5.512 2.243
C 0.531 3.519 4.180
H 1.695 2.051 2.141
H 2.249 3.031 0.856
H 0.519 2.838 1.018
H 0.203 4.408 4.717
H 1.000 2.694 4.716
H -0.389 3.171 3.711
C -3.266 2.705 -0.537
S -4.281 2.188 0.933
O -4.601 0.716 0.765
C -2.819 2.247 2.104
H -3.044 3.772 -0.540
H -3.870 2.724 -1.444
H -2.403 2.098 -0.811
H -2.529 3.295 2.181
H -1.957 1.621 1.873
H -3.062 2.111 3.158
C 0.884 -1.741 -0.575
S 0.616 -0.014 -1.063
O 0.001 0.606 0.253
C 2.376 0.491 -0.912
H 1.447 -2.294 -1.327
H -0.090 -2.203 -0.741
H 1.233 -1.847 0.452
H 2.775 0.085 0.018
H 2.588 1.550 -1.063
H 2.990 -0.078 -1.609
*
```

natural (NBO) population analysis, charges in e, atoms 1 to 8:
1 C -1.050
2 S 1.126
3 O -1.023
4 C -1.148
5 H 0.203
6 H 0.210
7 H 0.223
8 H 0.206